Computed, not measured: a structure of composition C26H17N4O3Se3TaTe2, with ωB97M-V/def2-TZVPD.

Geometry (Å):
Ta 2.67 -0.40 0.23
Se 3.91 -1.71 1.97
Te 6.29 -1.39 1.17
Te 5.22 -0.56 -1.16
Se 4.14 1.56 -0.40
Se -3.22 0.30 5.40
N -1.91 1.40 4.90
C -1.18 0.75 4.03
C 0.00 1.32 3.40
C 0.47 2.60 3.69
C 1.60 3.05 3.06
C 2.23 2.24 2.13
N 1.79 1.01 1.81
C 0.69 0.55 2.46
C 0.27 -0.81 2.17
N 1.02 -1.47 1.27
C 0.70 -2.74 0.97
C -0.38 -3.39 1.55
C -1.16 -2.70 2.45
C -0.83 -1.39 2.78
C -1.59 -0.59 3.73
N -2.66 -1.02 4.35
H -0.07 3.21 4.42
H 2.01 4.03 3.26
H 3.12 2.59 1.64
H 1.33 -3.25 0.25
H -0.60 -4.41 1.27
H -2.03 -3.16 2.92
O 0.97 0.55 -0.83
C 0.16 -0.24 -1.79
C 0.92 -1.57 -1.87
O 0.51 -2.55 -2.40
O 2.13 -1.54 -1.25
C 0.19 0.50 -3.12
C -0.75 1.50 -3.36
C -0.68 2.24 -4.53
C 0.31 1.98 -5.46
C 1.24 0.98 -5.23
C 1.19 0.24 -4.06
C -1.23 -0.43 -1.21
C -2.11 -1.33 -1.82
C -3.39 -1.49 -1.33
C -3.82 -0.75 -0.23
C -2.96 0.16 0.36
C -1.67 0.32 -0.13
H 0.85 1.49 -1.02
H -1.54 1.68 -2.65
H -1.41 3.01 -4.71
H 0.36 2.55 -6.38
H 2.01 0.76 -5.96
H 1.91 -0.56 -3.90
H -1.79 -1.90 -2.69
H -4.06 -2.19 -1.81
H -4.83 -0.87 0.14
H -3.30 0.77 1.19
H -1.03 1.06 0.34

The total energy comes out at -9242.78161 a.u. Its spin multiplicity is 1. For the highest occupied orbital energy, the calculation gives -14.01 eV. The net charge is +2. The value obtained for the LUMO energy is -7.5 eV. The energy relative to the best compared isomer or geometry (same formula, charge and spin) is 0.0 kJ/mol.



Computed, not measured: a cluster of 22 separate species, C36H64Cl42N2O4P in total, with ωB97M-V/def2-TZVPD.

Geometry (Å):
C 1.42 -3.82 -0.31
C 1.99 -2.44 -0.41
C 1.14 -1.07 -0.74
C -0.07 -0.74 0.33
C 0.04 -1.48 1.80
C -1.17 -1.17 2.87
C -2.38 -0.12 2.43
P -3.75 0.14 3.80
N -3.86 1.70 4.26
N -2.43 0.59 1.06
C -3.52 1.57 0.70
C -4.66 0.98 -0.34
O -4.72 -0.33 -0.61
O -5.53 2.02 -0.98
C -6.70 1.40 -1.62
C -7.82 0.56 -0.75
O -6.82 1.60 -2.96
C -1.34 0.30 0.01
C -1.36 0.99 -1.52
O -1.05 2.43 -1.51
C 0.39 2.70 -1.64
C 1.03 2.86 -0.13
H 2.16 -4.71 -0.63
H 0.33 -3.98 0.08
H 3.15 -2.33 -0.26
H 0.61 -1.26 -1.80
H 1.88 -0.18 -0.91
H 0.90 -2.19 2.14
H -1.13 -1.68 3.93
H -3.37 -0.63 4.99
H -4.99 -0.40 3.26
H -4.85 2.01 4.08
H -4.12 2.00 1.62
H -3.06 2.53 0.15
H -8.83 1.14 -0.85
H -7.83 -0.54 -1.15
H -7.45 0.54 0.38
H -2.44 0.89 -2.03
H -0.61 0.48 -2.26
H 0.48 3.78 -2.13
H 0.97 1.97 -2.34
H 1.89 3.67 -0.14
H 1.55 1.85 0.20
H 0.21 3.22 0.65
C 3.81 -2.29 -3.97
Cl 4.81 -3.31 -2.92
Cl 3.54 -0.70 -3.24
H 4.32 -2.16 -4.93
H 2.85 -2.78 -4.13
C 3.60 2.36 2.48
Cl 2.71 0.85 2.27
Cl 4.07 3.04 0.92
H 2.96 3.07 3.01
H 4.50 2.16 3.07
C 5.51 -5.79 0.30
Cl 4.96 -4.92 1.74
Cl 4.15 -6.17 -0.77
H 6.23 -5.17 -0.24
H 5.99 -6.72 0.61
C -7.97 1.34 3.47
Cl -6.58 2.40 3.65
Cl -7.52 -0.16 2.65
H -8.37 1.09 4.45
H -8.73 1.85 2.87
C 6.30 -0.33 0.49
Cl 5.41 -1.84 0.28
Cl 6.77 0.35 -1.07
H 5.66 0.39 1.02
H 7.20 -0.53 1.08
C 0.75 4.52 -4.89
Cl 1.78 3.20 -4.31
Cl 1.30 5.11 -6.46
H -0.28 4.15 -4.98
H 0.78 5.34 -4.16
C 5.28 6.88 1.12
Cl 6.96 6.55 0.68
Cl 4.78 5.91 2.51
H 5.18 7.94 1.38
H 4.64 6.65 0.27
C 2.31 -8.20 -3.42
Cl 3.31 -9.22 -2.37
Cl 2.04 -6.61 -2.69
H 2.82 -8.07 -4.38
H 1.35 -8.69 -3.58
C -4.84 -1.01 7.62
Cl -5.81 -0.05 6.49
Cl -3.78 -2.13 6.76
H -4.23 -0.33 8.22
H -5.51 -1.57 8.27
C -7.22 6.25 2.19
Cl -8.57 5.29 2.80
Cl -6.04 5.23 1.36
H -7.60 7.00 1.50
H -6.73 6.74 3.04
C 10.38 6.30 -1.01
Cl 12.06 5.97 -1.45
Cl 9.88 5.32 0.37
H 10.28 7.36 -0.76
H 9.74 6.07 -1.87
C 9.10 -3.68 -1.63
Cl 8.48 -2.05 -1.34
Cl 7.95 -4.91 -1.06
H 9.26 -3.82 -2.70
H 10.04 -3.81 -1.10
C -3.91 -3.52 10.28
Cl -5.52 -2.83 10.05
Cl -2.66 -2.41 9.70
H -3.75 -3.72 11.34
H -3.84 -4.46 9.71
C -1.37 -5.13 -4.08
Cl 0.02 -4.06 -3.89
Cl -0.92 -6.63 -4.90
H -1.77 -5.37 -3.09
H -2.13 -4.62 -4.67
C 7.28 -0.80 -6.16
Cl 6.65 0.28 -4.91
Cl 6.44 -2.35 -6.15
H 7.13 -0.33 -7.14
H 8.34 -0.96 -5.99
C -7.52 -2.81 5.08
Cl -8.87 -3.78 5.69
Cl -6.34 -3.83 4.25
H -7.90 -2.06 4.38
H -7.03 -2.32 5.92
C -0.21 -6.66 -8.51
Cl 1.19 -5.59 -8.32
Cl 0.24 -8.16 -9.33
H -0.61 -6.90 -7.52
H -0.97 -6.15 -9.10
C -8.29 6.61 6.48
Cl -7.37 7.54 5.29
Cl -7.62 4.99 6.67
H -8.25 7.13 7.45
H -9.33 6.54 6.15
C 8.18 1.50 3.33
Cl 9.26 1.22 1.96
Cl 7.04 2.81 2.98
H 7.61 0.59 3.53
H 8.77 1.77 4.21
C -9.41 -0.68 -3.55
Cl -10.11 -2.06 -2.69
Cl -10.32 -0.32 -5.01
H -9.42 0.19 -2.89
H -8.38 -0.92 -3.82
C 5.07 2.81 -7.25
Cl 3.72 2.96 -8.37
Cl 6.44 1.99 -8.02
H 5.39 3.80 -6.93
H 4.76 2.22 -6.38

The total energy comes out at -21489.08206 a.u. Its spin multiplicity is 1. For the highest occupied orbital energy, the calculation gives -10.88 eV. The net charge is +1. The value obtained for the LUMO energy is -4.3 eV.



Computed, not measured: a cluster of 13 separate species, C5H37N2O12 in total, with ωB97M-V/def2-TZVPD.

Geometry (Å):
C 0.83 -3.75 1.12
C 0.43 -2.54 1.89
C 0.96 -1.21 1.17
C 0.08 -0.02 1.09
N -0.17 2.97 0.99
C 0.81 2.33 0.37
N 0.66 0.99 0.13
H 1.66 -4.32 1.63
H 0.02 -4.48 0.96
H 1.30 -3.60 0.08
H -0.68 -2.42 2.08
H 0.65 -2.56 3.01
H 2.03 -0.81 1.57
H 1.22 -1.56 0.13
H -0.04 0.32 2.14
H -0.97 -0.21 0.74
H -0.87 2.29 1.36
H 0.05 3.89 1.24
H 1.63 2.99 -0.33
H 1.44 0.72 -0.51
H -0.18 0.26 -1.78
H 0.10 1.03 -3.17
O -0.17 0.18 -2.71
H -3.41 -0.53 -1.10
H -4.81 -1.27 -1.02
O -3.75 -1.42 -0.86
H 2.70 -0.89 -1.63
H 2.87 -2.45 -1.19
O 2.87 -1.51 -0.91
H 0.88 -0.33 4.88
H 1.59 0.71 3.85
O 0.76 0.28 4.13
H -1.49 -0.91 -2.85
H -2.68 -2.01 -2.90
O -1.93 -1.72 -3.41
H 3.14 0.53 0.80
H 4.02 1.29 1.96
O 3.37 1.47 1.25
H -3.92 -1.95 2.27
H -3.42 -1.12 0.97
O -3.52 -1.24 1.88
H -2.77 -0.07 2.58
H -2.15 0.62 3.76
O -2.24 0.79 2.72
H -0.06 3.87 -3.10
H -0.70 2.90 -2.04
O -0.35 2.91 -2.84
H -2.79 3.58 -1.54
H -2.81 2.80 -0.30
O -2.28 3.25 -0.90
H 1.15 -0.66 -3.05
H 1.91 -0.87 -4.37
O 1.99 -0.95 -3.35
H 3.09 1.13 -2.08
H 1.77 1.75 -2.89
O 2.18 1.52 -1.93

The total energy comes out at -1224.71434 a.u. Its spin multiplicity is 1. For the highest occupied orbital energy, the calculation gives -12.81 eV. The net charge is +1. The value obtained for the LUMO energy is -2.7 eV. The energy relative to the best compared isomer or geometry (same formula, charge and spin) is 667.0 kJ/mol.



Computed, not measured: a cluster of 6 separate species, C16H35BIO20S5 in total, with ωB97M-V/def2-TZVPD.

Geometry (Å):
C 6.74 2.63 0.20
C 6.25 3.96 -0.52
C 5.65 5.00 0.48
B 4.16 4.62 1.08
C 3.03 4.61 -0.13
C 1.81 3.71 0.35
C 2.23 2.21 0.13
I 2.38 1.06 1.95
H 7.73 2.33 -0.22
H 6.81 2.76 1.30
H 5.98 1.84 0.01
H 5.60 3.72 -1.39
H 7.18 4.42 -0.95
H 6.38 5.21 1.30
H 5.52 5.97 -0.08
H 4.12 3.62 1.75
H 3.84 5.55 1.82
H 3.46 4.14 -1.05
H 2.68 5.63 -0.41
H 0.93 3.98 -0.29
H 1.59 3.95 1.41
H 3.22 2.15 -0.38
H 1.47 1.73 -0.53
C 11.82 2.85 0.42
C 12.44 3.84 1.39
O 11.33 4.56 1.92
S 10.04 3.59 1.99
O 9.94 3.07 3.31
O 8.96 4.22 1.34
O 10.61 2.42 1.04
H 11.57 3.33 -0.53
H 12.48 2.00 0.22
H 13.14 4.52 0.91
H 12.94 3.33 2.21
C -1.67 -0.35 -0.59
C -0.56 -0.99 0.22
O -0.77 -2.40 0.07
S -1.41 -2.70 -1.37
O -0.36 -3.10 -2.25
O -2.58 -3.48 -1.19
O -1.83 -1.18 -1.74
H -2.61 -0.35 -0.04
H -1.43 0.67 -0.89
H -0.58 -0.70 1.26
H 0.42 -0.75 -0.21
C -2.98 -8.60 -1.39
C -3.85 -8.48 -0.15
O -3.72 -7.12 0.26
S -3.50 -6.18 -1.05
O -4.76 -5.63 -1.41
O -2.35 -5.39 -0.85
O -3.15 -7.37 -2.09
H -1.92 -8.69 -1.12
H -3.26 -9.44 -2.01
H -3.54 -9.15 0.64
H -4.90 -8.66 -0.40
C -7.08 0.80 -0.67
C -6.70 0.32 0.71
O -5.31 0.60 0.82
S -4.96 1.93 -0.03
O -4.93 3.04 0.85
O -3.89 1.62 -0.91
O -6.33 2.00 -0.88
H -6.78 0.07 -1.44
H -8.15 1.00 -0.76
H -6.89 -0.74 0.85
H -7.23 0.89 1.48
C -9.39 -3.71 -1.30
C -8.65 -3.75 0.02
O -8.89 -2.47 0.62
S -10.36 -1.95 0.18
O -11.27 -2.26 1.22
O -10.22 -0.64 -0.36
O -10.60 -2.99 -1.02
H -8.83 -3.15 -2.05
H -9.61 -4.70 -1.68
H -7.58 -3.92 -0.10
H -9.06 -4.51 0.68

The total energy comes out at -4448.75319 a.u. Its spin multiplicity is 1. For the highest occupied orbital energy, the calculation gives -4.40 eV. The net charge is -1. The value obtained for the LUMO energy is 1.3 eV.



Computed, not measured: a structure of composition C14H33Cl2N4OP2Sm, with ωB97M-V/def2-TZVPD.

Geometry (Å):
C 1.36 0.39 -2.99
C 0.96 0.53 -1.57
H 2.47 0.38 -3.04
H 1.00 1.24 -3.60
H 0.98 -0.55 -3.46
O 1.61 0.16 -0.59
Cl -2.97 -1.69 -1.74
Sm -1.26 -0.27 -0.48
P -0.38 2.78 -0.86
C 0.87 3.68 0.15
C -0.11 3.57 -2.48
H -0.43 4.63 -2.50
H -1.91 4.68 -0.85
H -0.71 3.01 -3.21
H -2.77 3.12 -0.64
H 1.88 3.38 -0.17
H 0.95 3.51 -2.76
C -1.90 3.71 -0.34
H 0.76 4.77 0.01
H -1.93 3.84 0.74
H 0.77 3.46 1.22
P -0.06 -2.91 -0.37
C 1.26 -3.58 0.70
C -1.53 -3.87 0.16
H -0.29 -3.23 -2.72
H 0.01 -4.81 -1.95
H 1.37 -3.65 -2.17
C 0.30 -3.75 -1.96
H -2.41 -3.38 -0.28
H -1.46 -4.89 -0.23
H 1.21 -4.67 0.76
H 1.20 -3.17 1.72
H -1.64 -3.86 1.25
H 2.22 -3.28 0.28
Cl -3.38 0.66 0.71
C -0.77 1.41 2.50
N -0.17 0.16 1.97
C -0.76 -1.05 2.60
N -0.69 -1.00 4.06
C -1.37 0.26 4.49
N -0.72 1.48 3.95
C 0.72 1.48 4.34
N 1.41 0.27 3.85
C 1.26 0.20 2.38
C 0.75 -0.90 4.45
H -1.81 1.45 2.17
H -0.21 2.25 2.08
H -0.17 -1.92 2.27
H -1.80 -1.13 2.27
H -1.35 0.30 5.58
H -2.41 0.23 4.14
H 1.21 2.37 3.93
H 0.79 1.49 5.43
H 1.74 -0.72 2.02
H 1.71 1.09 1.93
H 0.82 -0.80 5.54
H 1.29 -1.81 4.13

The total energy comes out at -3107.96514 a.u. Its spin multiplicity is 6. For the highest occupied orbital energy (spin up / spin down), the calculation gives -14.33 / -14.34 eV. The net charge is +2. The value obtained for the LUMO energy (spin up / spin down) is -10.9 / -10.7 eV. The energy relative to the best compared isomer or geometry (same formula, charge and spin) is 134.4 kJ/mol.



Computed, not measured: a structure of composition C11H13IIrN4O5S, with ωB97M-V/def2-TZVPD.

Geometry (Å):
Ir -0.01 -1.22 1.69
O -3.28 1.98 -3.19
C -2.31 2.41 -2.57
O -1.38 3.20 -2.86
C -2.12 1.79 -1.16
C -1.14 2.30 -0.30
C -0.64 1.50 0.69
N -1.07 0.24 0.84
C -2.13 -0.21 0.12
C -2.71 0.57 -0.85
C -2.44 -1.66 0.31
O -3.42 -2.20 -0.11
O -1.46 -2.32 0.97
H -0.72 3.27 -0.53
H 0.19 1.79 1.33
H -3.52 0.19 -1.46
N 2.76 0.46 4.41
C 2.22 -0.37 3.53
O 1.32 0.03 2.76
C 2.79 -1.77 3.46
I 1.27 -3.18 3.00
H 2.44 1.41 4.45
H 3.51 0.18 5.02
H 3.27 -2.07 4.39
H 3.51 -1.82 2.64
C 0.53 0.46 -3.56
N 1.08 0.14 -2.24
C 0.67 -0.84 -1.48
N -0.32 -1.64 -1.85
S 1.55 -1.15 0.03
H 1.00 1.36 -3.92
H -0.54 0.66 -3.50
H 0.73 -0.36 -4.26
H 1.82 0.72 -1.87
H -0.87 -1.46 -2.67
H -0.57 -2.42 -1.26

The total energy comes out at -1822.21985 a.u. Its spin multiplicity is 1. For the highest occupied orbital energy, the calculation gives -10.79 eV. The net charge is +1. The value obtained for the LUMO energy is -5.3 eV. The energy relative to the best compared isomer or geometry (same formula, charge and spin) is 25.7 kJ/mol.



Computed, not measured: a cluster of 2 separate species, C5H8O2 in total, with ωB97M-V/def2-TZVPD.

Geometry (Å):
C 1.37 -1.96 -0.37
C 0.82 -1.02 0.39
O 1.40 0.19 0.58
C 0.53 1.29 0.83
C -0.45 1.75 -0.20
C -0.92 1.16 0.87
O -1.93 0.68 1.59
H 2.29 -1.78 -0.92
H 0.91 -2.94 -0.43
H -0.10 -1.18 0.95
H 1.09 1.99 1.46
H -0.58 2.23 -1.15
H -2.75 0.81 1.09
H -0.60 -0.72 -2.09
H -1.09 -0.50 -2.61

The total energy comes out at -345.63198 a.u. Its spin multiplicity is 1. For the highest occupied orbital energy, the calculation gives -8.74 eV. The value obtained for the LUMO energy is 0.6 eV. As for the SMILES: C=CO[C@H]1C=C1O.[H][H]. The energy relative to the best compared isomer or geometry (same formula, charge and spin) is 454.2 kJ/mol.



Computed, not measured: a cluster of 2 separate species, C6H15S in total, with ωB97M-V/def2-TZVPD.

Geometry (Å):
C 0.78 1.93 -0.78
C 1.49 0.78 -0.08
C 1.40 0.82 1.45
C 1.90 -0.46 2.14
H -0.29 1.94 -0.52
H 0.86 1.81 -1.89
H 1.15 2.94 -0.49
H 2.59 0.86 -0.23
H 1.16 -0.19 -0.49
H 0.35 0.89 1.72
H 1.95 1.73 1.82
H 1.27 -1.31 1.86
H 1.83 -0.31 3.27
H 2.93 -0.71 1.87
C -2.47 -1.18 -1.99
C -2.51 -1.63 -0.52
S -1.26 -0.69 0.40
H -1.53 -1.43 -2.51
H -2.57 -0.11 -2.00
H -3.33 -1.60 -2.60
H -2.27 -2.72 -0.41
H -3.42 -1.38 0.00

The total energy comes out at -635.63836 a.u. Its spin multiplicity is 2. For the highest occupied orbital energy (spin up / spin down), the calculation gives 4.48 / 0.43 eV. The net charge is -2. The value obtained for the LUMO energy (spin up / spin down) is 6.4 / 6.4 eV. The energy relative to the best compared isomer or geometry (same formula, charge and spin) is 0.0 kJ/mol.